[1]
Below is a cluster of 12 separate species, C24H75N15O12 in total at a distorted geometry, with properties calculated with wB97M-V/def2-TZVPD.

Element x y z (Å)
C (-15.998, -7.057, -2.988)
O (-16.663, -8.230, -2.533)
C (-18.064, -8.292, -2.890)
C (-18.464, -9.758, -2.754)
C (-17.763, -10.757, -3.588)
N (-19.971, -9.780, -3.071)
H (-14.988, -7.033, -2.503)
H (-16.523, -6.171, -2.685)
H (-15.885, -7.101, -4.082)
H (-18.682, -7.636, -2.296)
H (-18.228, -8.109, -3.978)
H (-18.389, -10.007, -1.719)
H (-16.804, -10.948, -3.102)
H (-17.585, -10.571, -4.605)
H (-18.376, -11.671, -3.615)
H (-20.372, -9.269, -2.302)
H (-20.213, -10.740, -2.878)
C (-19.942, -9.645, 1.103)
O (-21.298, -9.273, 0.747)
C (-22.266, -9.777, 1.739)
C (-22.343, -8.967, 3.000)
C (-23.613, -9.248, 3.775)
N (-22.330, -7.483, 2.762)
H (-19.258, -9.112, 0.458)
H (-19.690, -10.687, 0.901)
H (-19.815, -9.342, 2.096)
H (-23.244, -9.756, 1.325)
H (-22.095, -10.875, 1.951)
H (-21.551, -9.314, 3.666)
H (-23.588, -8.973, 4.858)
H (-23.791, -10.319, 3.767)
H (-24.522, -8.747, 3.360)
H (-22.218, -7.066, 3.705)
H (-21.489, -7.069, 2.364)
C (-15.127, -2.238, -2.745)
O (-15.958, -3.415, -2.664)
C (-16.978, -3.140, -1.769)
C (-16.568, -2.846, -0.304)
C (-15.681, -3.976, 0.226)
N (-17.691, -2.771, 0.602)
H (-14.724, -1.979, -3.764)
H (-14.329, -2.367, -1.989)
H (-15.741, -1.359, -2.491)
H (-17.584, -2.220, -2.133)
H (-17.626, -4.016, -1.683)
H (-15.989, -1.886, -0.112)
H (-14.772, -4.037, -0.356)
H (-16.074, -4.974, 0.209)
H (-15.353, -3.890, 1.325)
H (-18.480, -2.301, 0.203)
H (-18.043, -3.725, 0.821)
N (-21.778, -1.363, -3.146)
C (-20.702, -2.092, -2.782)
N (-20.610, -2.401, -1.439)
O (-19.842, -2.393, -3.632)
H (-22.442, -1.103, -2.389)
H (-22.028, -1.430, -4.133)
H (-21.382, -2.211, -0.813)
H (-19.856, -3.015, -1.288)
N (-17.552, -4.248, -4.989)
C (-18.367, -4.471, -6.041)
N (-19.273, -3.442, -6.366)
O (-18.444, -5.522, -6.662)
H (-17.885, -3.620, -4.270)
H (-16.945, -5.036, -4.768)
H (-19.480, -2.705, -5.696)
H (-20.027, -3.776, -6.911)
N (-21.163, -6.628, -7.374)
C (-21.714, -7.319, -6.325)
N (-20.822, -7.539, -5.244)
O (-22.874, -7.757, -6.336)
H (-21.839, -6.356, -8.044)
H (-20.314, -6.085, -7.313)
H (-20.981, -8.401, -4.683)
H (-19.913, -7.271, -5.500)
N (-20.672, -5.692, -2.593)
C (-20.398, -5.921, -1.270)
N (-21.097, -6.927, -0.675)
O (-19.617, -5.168, -0.602)
H (-20.389, -4.835, -3.103)
H (-21.208, -6.307, -3.172)
H (-21.137, -7.093, 0.308)
H (-21.825, -7.277, -1.273)
N (-23.189, -4.283, -0.487)
C (-23.585, -3.162, 0.067)
N (-24.225, -3.382, 1.252)
O (-23.275, -2.063, -0.408)
H (-23.424, -5.231, -0.156)
H (-22.613, -4.168, -1.314)
H (-24.664, -4.272, 1.444)
H (-24.779, -2.605, 1.527)
N (-23.968, -9.485, -4.304)
C (-23.353, -9.173, -3.102)
N (-23.566, -10.006, -2.068)
O (-22.764, -8.081, -3.007)
H (-24.208, -10.440, -4.499)
H (-23.763, -8.928, -5.066)
H (-23.001, -9.821, -1.253)
H (-23.755, -10.944, -2.328)
C (-19.591, -3.972, 3.170)
C (-19.118, -5.390, 2.897)
O (-19.690, -6.089, 1.812)
H (-18.894, -3.175, 2.941)
H (-19.772, -3.767, 4.269)
H (-20.506, -3.802, 2.589)
H (-19.316, -6.037, 3.762)
H (-18.035, -5.319, 2.875)
H (-19.691, -5.617, 0.936)
C (-26.747, -6.934, 0.863)
C (-25.359, -7.458, 0.611)
O (-24.317, -6.494, 0.915)
H (-26.885, -5.949, 0.391)
H (-26.960, -6.916, 1.972)
H (-27.500, -7.616, 0.399)
H (-25.241, -7.729, -0.440)
H (-25.148, -8.344, 1.258)
H (-23.598, -6.832, 1.563)
C (-15.762, -7.738, 1.832)
C (-15.967, -9.062, 1.091)
O (-17.059, -8.944, 0.151)
H (-15.320, -7.015, 1.120)
H (-15.009, -7.963, 2.630)
H (-16.659, -7.357, 2.242)
H (-16.335, -9.765, 1.813)
H (-15.080, -9.348, 0.586)
H (-16.751, -8.490, -0.657)

Forces on atoms 1 to 2 (eV/Å):
C 0.91 -0.70 0.20
O -0.64 0.43 -0.10

Values from the calculation:
spin multiplicity: 1
E_tot: -73031.29297 eV
Kohn-Sham gap: 9.2214 eV
SMILES: COC[C@H](C)N.COC[C@H](C)N.COC[C@H](C)N.NC(N)=O.NC(N)=O.NC(N)=O.NC(N)=O.NC(N)=O.NC(N)=O.CCO.CCO.CCO
ΔE to the lowest compared entry with this formula, charge and spin: 1.157 eV

***

[2]
Below is a structure of composition C24H75NO23 at a distorted geometry, with properties calculated with wB97M-V/def2-TZVPD.

Element x y z (Å)
C (0.140, -2.340, -1.442)
C (-0.765, -3.465, -1.813)
C (-0.064, -4.785, -2.036)
O (-0.905, -5.905, -2.461)
C (-0.411, -7.081, -1.865)
N (-1.621, -3.563, -0.748)
H (-0.374, -1.384, -1.345)
H (0.923, -2.241, -2.194)
H (0.648, -2.613, -0.517)
H (-1.299, -3.198, -2.725)
H (0.674, -4.961, -1.254)
H (0.524, -4.660, -2.945)
H (-0.951, -7.842, -2.429)
H (-0.689, -7.090, -0.811)
H (0.668, -7.232, -1.893)
H (-0.970, -3.744, 0.002)
H (-2.048, -4.465, -0.906)
O (1.841, -1.224, -0.319)
H (2.673, -0.838, -0.046)
H (1.321, -0.481, -0.625)
O (-0.692, 2.216, 2.429)
H (-1.593, 1.896, 2.389)
H (-0.478, 2.214, 3.362)
C (-1.258, 0.214, -0.030)
C (0.108, 0.495, 0.589)
O (1.066, 0.770, -0.437)
O (-1.583, 1.232, -0.966)
H (-1.898, 0.108, 0.846)
H (-1.220, -0.735, -0.565)
H (0.395, -0.349, 1.216)
H (0.105, 1.324, 1.297)
H (1.546, 1.561, -0.179)
H (-0.766, 1.538, -1.366)
C (1.787, -1.497, 2.315)
C (2.172, -2.303, 3.569)
O (2.328, -1.317, 4.602)
O (1.420, -2.408, 1.277)
H (2.656, -0.894, 2.049)
H (1.013, -0.746, 2.477)
H (2.968, -3.028, 3.400)
H (1.251, -2.867, 3.714)
H (2.426, -1.651, 5.497)
H (1.558, -1.963, 0.437)
C (2.292, 2.411, 2.804)
C (2.293, 0.915, 2.479)
O (3.625, 0.393, 2.473)
O (2.912, 3.137, 1.820)
H (2.816, 2.736, 3.703)
H (1.307, 2.861, 2.923)
H (1.856, 0.682, 1.507)
H (1.614, 0.337, 3.105)
H (3.890, 0.235, 3.382)
H (3.860, 3.035, 1.934)
C (0.071, -0.715, -2.766)
C (-0.094, 0.668, -3.457)
O (1.046, 1.100, -4.121)
O (0.185, -1.740, -3.804)
H (-0.715, -0.864, -2.026)
H (0.914, -0.758, -2.076)
H (-0.264, 1.336, -2.612)
H (-0.936, 0.694, -4.148)
H (0.915, 1.098, -5.072)
H (1.112, -1.906, -3.988)
C (0.464, 3.355, 0.822)
C (1.127, 4.611, 0.233)
O (1.225, 4.549, -1.228)
O (1.273, 2.262, 0.618)
H (-0.519, 3.138, 0.404)
H (0.289, 3.494, 1.889)
H (2.061, 4.810, 0.757)
H (0.534, 5.478, 0.527)
H (2.072, 4.111, -1.336)
H (2.061, 2.352, 1.158)
C (-3.991, -2.183, -0.395)
C (-2.903, -1.314, -1.071)
O (-2.227, -2.028, -2.071)
O (-3.228, -3.057, 0.447)
H (-4.698, -2.779, -0.972)
H (-4.574, -1.472, 0.190)
H (-2.157, -0.891, -0.398)
H (-3.401, -0.472, -1.552)
H (-1.624, -2.665, -1.681)
H (-2.688, -3.626, -0.107)
C (-0.864, -3.064, 2.172)
C (-1.033, -1.703, 1.583)
O (-2.390, -1.244, 1.506)
O (-1.045, -4.136, 1.316)
H (-1.584, -3.248, 2.969)
H (0.135, -3.129, 2.604)
H (-0.511, -1.632, 0.629)
H (-0.555, -0.999, 2.264)
H (-2.962, -1.795, 0.966)
H (-0.929, -4.948, 1.815)
C (-2.499, 2.568, 1.329)
C (-3.646, 2.062, 0.479)
O (-4.883, 2.536, 0.806)
O (-2.741, 2.188, 2.674)
H (-2.504, 3.656, 1.273)
H (-1.532, 2.259, 0.933)
H (-3.667, 0.973, 0.535)
H (-3.398, 2.380, -0.534)
H (-4.814, 2.721, 1.746)
H (-2.768, 2.898, 3.319)
C (-0.611, 3.470, -1.999)
C (-1.848, 2.904, -2.656)
O (-2.769, 2.426, -1.705)
O (0.281, 2.555, -1.583)
H (-0.749, 4.266, -1.267)
H (-0.024, 4.031, -2.725)
H (-1.644, 2.117, -3.382)
H (-2.458, 3.621, -3.206)
H (-2.447, 1.596, -1.348)
H (0.885, 3.041, -1.016)
C (4.046, 2.620, -0.195)
C (3.054, 2.104, -1.251)
O (2.434, 3.179, -1.996)
O (4.665, 1.487, 0.426)
H (3.413, 3.183, 0.491)
H (4.857, 3.243, -0.573)
H (2.187, 1.585, -0.841)
H (3.599, 1.473, -1.954)
H (1.805, 2.964, -2.689)
H (5.094, 1.771, 1.237)

Forces on atoms 1 to 2 (eV/Å):
C 2.72 -5.85 2.94
C 6.90 -5.76 -3.87

Values from the calculation:
spin multiplicity: 1
E_tot: -74628.93114 eV
Kohn-Sham gap: 7.1449 eV

***

[3]
Below is a cluster of 9 separate species, C24H76ClN8O4 in total at a distorted geometry, with properties calculated with wB97M-V/def2-TZVPD.

Element x y z (Å)
N (-27.828, -3.554, -8.529)
H (-27.670, -4.080, -7.681)
H (-28.647, -2.963, -8.514)
H (-27.970, -4.195, -9.297)
H (-26.974, -3.036, -8.676)
N (-32.467, -5.413, -11.861)
H (-32.761, -4.621, -12.414)
H (-33.093, -6.146, -12.161)
H (-32.658, -5.146, -10.906)
H (-31.489, -5.559, -12.065)
N (-30.001, -6.741, -7.116)
H (-30.230, -6.194, -7.933)
H (-29.056, -6.543, -6.820)
H (-30.013, -7.716, -7.380)
H (-30.614, -6.535, -6.340)
N (-31.790, -1.661, -11.115)
H (-32.300, -2.059, -11.891)
H (-30.887, -2.113, -11.125)
H (-32.242, -1.955, -10.261)
H (-31.781, -0.660, -11.247)
Cl (-29.111, -5.003, -11.234)
O (-29.831, -5.358, -10.019)
O (-27.685, -5.093, -11.011)
O (-29.550, -5.838, -12.313)
O (-29.538, -3.660, -11.529)
C (-26.388, -1.440, -11.341)
C (-26.084, -0.810, -9.999)
N (-25.734, -1.751, -8.893)
C (-25.550, -0.924, -7.671)
C (-26.882, -0.532, -7.001)
C (-24.517, -2.532, -9.194)
C (-24.453, -3.708, -8.185)
H (-26.851, -0.699, -11.993)
H (-27.108, -2.242, -11.176)
H (-25.489, -1.798, -11.844)
H (-25.301, -0.061, -10.119)
H (-26.976, -0.273, -9.675)
H (-24.839, -1.426, -7.015)
H (-25.099, 0.040, -7.904)
H (-26.720, 0.385, -6.434)
H (-27.723, -0.387, -7.679)
H (-27.155, -1.393, -6.390)
H (-23.636, -1.895, -9.116)
H (-24.665, -3.023, -10.156)
H (-25.230, -4.438, -8.410)
H (-24.763, -3.545, -7.153)
H (-23.541, -4.285, -8.340)
C (-25.914, -3.543, -14.186)
C (-27.393, -3.197, -14.313)
N (-27.756, -2.086, -15.195)
C (-27.211, -2.185, -16.555)
C (-27.689, -3.432, -17.354)
C (-29.230, -1.888, -15.092)
C (-29.669, -0.577, -15.742)
H (-25.747, -4.270, -13.392)
H (-25.309, -2.664, -13.962)
H (-25.507, -4.057, -15.057)
H (-27.898, -4.112, -14.623)
H (-27.747, -2.886, -13.330)
H (-27.428, -1.300, -17.153)
H (-26.122, -2.171, -16.590)
H (-27.286, -3.411, -18.366)
H (-27.344, -4.308, -16.804)
H (-28.778, -3.480, -17.375)
H (-29.496, -1.804, -14.038)
H (-29.778, -2.689, -15.588)
H (-29.171, 0.260, -15.251)
H (-30.696, -0.371, -15.440)
H (-29.553, -0.562, -16.826)
C (-30.299, -9.929, -5.988)
C (-29.910, -10.269, -7.425)
N (-30.199, -9.194, -8.385)
C (-29.221, -9.222, -9.483)
C (-27.886, -8.500, -9.098)
C (-31.556, -9.349, -8.909)
C (-31.976, -8.221, -9.819)
H (-30.545, -10.870, -5.495)
H (-31.187, -9.300, -5.921)
H (-29.435, -9.473, -5.506)
H (-28.871, -10.591, -7.497)
H (-30.450, -11.159, -7.750)
H (-29.096, -10.242, -9.845)
H (-29.526, -8.632, -10.347)
H (-27.460, -8.848, -8.157)
H (-27.156, -8.631, -9.897)
H (-28.069, -7.445, -8.894)
H (-32.170, -9.319, -8.009)
H (-31.643, -10.349, -9.335)
H (-31.949, -7.263, -9.299)
H (-33.031, -8.378, -10.042)
H (-31.445, -8.159, -10.769)
C (-26.713, -7.296, -15.403)
C (-27.660, -7.887, -14.327)
N (-27.941, -9.353, -14.390)
C (-28.968, -9.817, -13.440)
C (-30.356, -9.304, -13.829)
C (-26.771, -10.246, -14.408)
C (-25.881, -10.183, -13.191)
H (-26.583, -6.221, -15.278)
H (-26.932, -7.599, -16.427)
H (-25.712, -7.663, -15.174)
H (-27.295, -7.647, -13.329)
H (-28.646, -7.450, -14.488)
H (-28.717, -9.513, -12.423)
H (-29.026, -10.905, -13.479)
H (-30.406, -8.225, -13.685)
H (-31.128, -9.736, -13.192)
H (-30.620, -9.549, -14.858)
H (-27.151, -11.250, -14.599)
H (-26.066, -10.034, -15.211)
H (-25.264, -9.284, -13.162)
H (-26.446, -10.275, -12.264)
H (-25.218, -11.048, -13.200)

Forces on atoms 1 to 2 (eV/Å):
N -1.51 -1.42 0.31
H -0.34 -0.04 0.44

Values from the calculation:
spin multiplicity: 1
E_tot: -58719.91676 eV
Kohn-Sham gap: 3.9488 eV
total charge: +3
ΔE to the lowest compared entry with this formula, charge and spin: 0.000 eV

***

[4]
Below is a cluster of 12 separate species, C24H76N10O12 in total at a distorted geometry, with properties calculated with wB97M-V/def2-TZVPD.

Element x y z (Å)
C (-16.657, -14.141, -8.158)
O (-15.834, -14.420, -9.266)
C (-16.030, -15.671, -9.845)
C (-14.981, -16.034, -10.914)
C (-14.818, -15.101, -12.099)
N (-15.403, -17.364, -11.384)
H (-16.412, -14.887, -7.372)
H (-17.726, -14.207, -8.396)
H (-16.447, -13.102, -7.821)
H (-16.014, -16.532, -9.190)
H (-17.005, -15.699, -10.314)
H (-14.037, -15.981, -10.418)
H (-15.752, -15.134, -12.698)
H (-13.902, -15.291, -12.668)
H (-14.706, -14.114, -11.597)
H (-14.622, -17.935, -11.648)
H (-15.700, -17.870, -10.609)
C (-17.983, -16.565, -14.532)
O (-18.504, -15.811, -13.413)
C (-19.418, -14.816, -13.889)
C (-19.416, -13.665, -12.874)
C (-19.823, -14.114, -11.476)
N (-20.310, -12.653, -13.384)
H (-17.382, -15.990, -15.253)
H (-18.769, -16.910, -15.162)
H (-17.374, -17.397, -14.141)
H (-19.155, -14.321, -14.845)
H (-20.415, -15.297, -14.045)
H (-18.454, -13.252, -12.820)
H (-19.048, -14.698, -10.996)
H (-20.761, -14.669, -11.346)
H (-19.873, -13.219, -10.854)
H (-21.110, -12.985, -13.864)
H (-20.733, -12.120, -12.646)
C (-16.336, -4.516, -7.905)
O (-14.994, -4.932, -8.046)
C (-14.826, -6.343, -8.193)
C (-13.377, -6.764, -7.916)
C (-12.409, -5.865, -8.726)
N (-13.293, -8.156, -8.213)
H (-16.872, -4.816, -8.812)
H (-16.379, -3.439, -7.903)
H (-16.858, -5.066, -7.044)
H (-15.626, -6.728, -7.552)
H (-15.001, -6.608, -9.263)
H (-13.169, -6.584, -6.845)
H (-12.484, -4.808, -8.588)
H (-12.434, -5.945, -9.845)
H (-11.363, -6.152, -8.571)
H (-12.424, -8.419, -7.864)
H (-13.193, -8.318, -9.216)
C (-11.487, -14.920, -6.534)
O (-11.329, -14.056, -7.662)
C (-12.508, -13.351, -8.000)
C (-12.384, -12.576, -9.274)
C (-11.585, -11.334, -9.045)
N (-13.657, -12.083, -9.831)
H (-11.791, -14.485, -5.590)
H (-10.418, -15.333, -6.475)
H (-12.286, -15.670, -6.742)
H (-13.311, -14.051, -7.994)
H (-12.676, -12.695, -7.151)
H (-11.911, -13.155, -10.067)
H (-11.394, -10.666, -9.919)
H (-10.654, -11.586, -8.581)
H (-12.122, -10.727, -8.249)
H (-14.033, -11.400, -9.145)
H (-14.346, -12.832, -9.935)
N (-17.470, -11.078, -13.728)
C (-17.075, -11.208, -15.016)
N (-18.055, -11.806, -15.745)
O (-16.011, -10.905, -15.515)
H (-18.359, -11.329, -13.354)
H (-16.658, -11.008, -13.081)
H (-18.939, -11.958, -15.297)
H (-18.081, -11.448, -16.684)
N (-17.059, -8.677, -11.486)
C (-17.664, -7.441, -11.359)
N (-17.304, -6.467, -12.263)
O (-18.490, -7.210, -10.503)
H (-16.225, -8.711, -12.024)
H (-17.617, -9.484, -11.298)
H (-16.859, -6.802, -13.098)
H (-17.858, -5.632, -12.432)
N (-14.843, -10.832, -6.514)
C (-16.173, -10.729, -6.812)
N (-16.477, -9.724, -7.727)
O (-17.003, -11.440, -6.304)
H (-14.221, -10.075, -6.670)
H (-14.612, -11.353, -5.699)
H (-15.758, -9.089, -8.097)
H (-17.456, -9.631, -7.889)
C (-19.826, -12.245, -8.272)
O (-20.299, -11.313, -9.286)
H (-20.311, -13.164, -8.434)
H (-18.754, -12.426, -8.300)
H (-20.045, -11.906, -7.276)
H (-20.050, -10.428, -8.956)
C (-13.470, -11.202, -13.509)
O (-14.350, -10.846, -12.409)
H (-13.557, -10.507, -14.297)
H (-12.411, -11.252, -13.225)
H (-13.843, -12.179, -13.778)
H (-14.027, -11.254, -11.585)
C (-19.961, -8.123, -7.482)
O (-19.261, -8.958, -8.395)
H (-20.979, -7.753, -7.871)
H (-20.113, -8.487, -6.521)
H (-19.347, -7.280, -7.233)
H (-19.074, -8.386, -9.143)
C (-17.049, -11.945, -10.537)
O (-18.235, -11.309, -11.068)
H (-16.304, -11.633, -11.315)
H (-16.707, -11.491, -9.615)
H (-17.112, -13.036, -10.370)
H (-19.025, -11.455, -10.466)
C (-13.536, -7.432, -12.260)
O (-13.326, -8.603, -11.478)
H (-13.288, -7.552, -13.378)
H (-14.499, -7.006, -12.156)
H (-12.825, -6.674, -12.025)
H (-13.753, -9.382, -11.868)

Forces on atoms 1 to 2 (eV/Å):
C 0.34 -0.09 0.71
O 0.85 0.14 -0.09

Values from the calculation:
spin multiplicity: 1
E_tot: -65590.76566 eV
Kohn-Sham gap: 10.1035 eV
SMILES: COC[C@H](C)N.COC[C@H](C)N.COC[C@H](C)N.COC[C@H](C)N.NC(N)=O.NC(N)=O.NC(N)=O.CO.CO.CO.CO.CO